Below is the molecule C18H22FN5O, with properties calculated with wB97M-V/def2-TZVPD.

Summary:
E_tot: -31237.739 eV
LUMO level: 0.023 Ha
Orbital gap: 8.8 eV
E_HOMO: -8.165 eV
Energy relative to the best compared isomer or geometry (same formula, charge and spin): 1.5 kcal per mole

Geometry (Å):
C1 -1.47 -4.73 0.28
H1 -2.27 -5.37 -0.09
O1 -1.18 -3.83 -0.76
C2 -0.21 -2.90 -0.56
C3 0.52 -2.76 0.61
C4 1.46 -1.74 0.70
C5 1.70 -0.84 -0.33
C6 0.98 -1.03 -1.51
C7 0.04 -2.03 -1.63
H2 -0.52 -2.17 -2.54
H3 1.16 -0.37 -2.34
C8 2.64 0.26 -0.19
C9 2.58 1.57 -0.65
C10 3.75 2.17 -0.16
N1 4.48 1.31 0.53
N2 3.79 0.17 0.52
H4 4.14 -0.63 1.02
H5 4.09 3.17 -0.30
C11 1.50 2.25 -1.43
N3 0.18 1.72 -1.11
H6 -0.43 1.77 -1.92
C12 -0.51 2.34 0.02
C13 -1.85 1.69 0.12
C14 -2.10 0.33 0.12
N4 -3.44 0.17 0.22
N5 -4.06 1.35 0.30
C15 -3.13 2.28 0.24
C16 -3.47 3.73 0.30
H7 -4.54 3.84 0.38
H8 -3.12 4.24 -0.59
H9 -3.00 4.19 1.17
C17 -4.17 -1.06 0.27
H10 -4.18 -1.46 1.29
H11 -5.19 -0.86 -0.03
H12 -3.71 -1.79 -0.40
H13 -1.43 -0.50 0.03
C18 0.26 2.14 1.33
H14 -0.33 2.54 2.15
H15 0.43 1.08 1.50
H16 1.22 2.65 1.30
H17 -0.64 3.42 -0.14
H18 1.56 3.34 -1.26
H19 1.68 2.08 -2.50
F1 2.14 -1.63 1.86
H20 0.38 -3.40 1.47
H21 -0.60 -5.35 0.53
H22 -1.82 -4.21 1.18

=====

Below is the molecule C18H22N2O3, with properties calculated with wB97M-V/def2-TZVPD.

Summary:
E_tot: -28132.148 eV
LUMO level: -0.027 Ha
Orbital gap: 7.8 eV
E_HOMO: -8.535 eV
Energy relative to the best compared isomer or geometry (same formula, charge and spin): 353.7 kcal per mole

Geometry (Å):
C1 1.56 0.41 -4.82
C2 2.70 0.25 -3.84
C3 3.02 -1.23 -3.85
C4 2.12 -2.18 -3.35
C5 1.92 -1.81 -1.89
H1 1.31 -2.88 -1.57
H2 2.92 -2.06 -1.34
O1 1.07 -0.70 -1.72
C6 -0.22 -0.70 -2.02
O2 -0.80 -1.67 -2.29
C7 -0.92 0.50 -1.71
C8 -1.02 0.74 -0.27
C9 -1.84 0.28 0.60
N1 -2.14 0.13 1.92
C10 -1.19 0.96 2.55
N2 -0.05 1.36 1.96
C11 0.21 1.48 0.69
O3 1.09 2.01 0.12
H3 0.38 2.05 2.56
C12 -1.29 0.77 4.04
C13 -0.21 1.27 4.81
C14 -0.38 1.04 6.16
C15 -1.70 0.91 6.79
C16 -2.67 0.52 5.98
C17 -2.76 0.81 4.51
H4 -3.42 0.43 4.04
H5 -3.50 0.58 6.49
H6 -1.91 1.03 7.87
H7 0.56 1.36 6.85
H8 0.82 1.31 4.53
C18 -3.17 -0.65 -0.14
H9 -3.67 -1.02 0.59
H10 -3.71 -0.02 -0.67
H11 -2.52 -1.35 -0.77
H12 -1.65 0.73 -2.14
H13 -0.24 1.27 -1.93
H14 2.43 -3.08 -3.54
H15 1.25 -2.40 -3.90
H16 3.38 -1.60 -5.00
H17 4.03 -1.51 -3.48
H18 2.60 0.44 -2.83
H19 3.65 0.53 -4.41
H20 1.43 1.52 -5.01
H21 0.81 0.01 -4.53
H22 1.72 0.15 -6.04

=====

Below is the molecule C18H22N2O4S, with properties calculated with wB97M-V/def2-TZVPD.

Summary:
E_tot: -41028.426 eV
LUMO level: 0.013 Ha
Orbital gap: 9.3 eV
E_HOMO: -8.919 eV
Energy relative to the best compared isomer or geometry (same formula, charge and spin): 29.6 kcal per mole

Geometry (Å):
C1 -5.83 -1.36 -0.90
C2 -5.36 0.07 -1.10
O1 -4.25 0.05 -1.98
C3 -3.66 1.32 -2.16
C4 -2.36 1.14 -2.95
H1 -2.03 2.11 -3.32
C5 -1.26 0.52 -2.09
N1 -1.63 -0.74 -1.49
S1 -2.01 -0.71 0.14
O2 -2.42 0.59 0.59
O3 -2.85 -1.84 0.40
C6 -0.38 -1.03 0.82
C7 0.34 -0.02 1.42
C8 1.61 -0.27 1.90
C9 2.16 -1.54 1.77
C10 1.41 -2.57 1.19
C11 0.14 -2.31 0.71
H2 -0.46 -3.08 0.26
H3 1.83 -3.56 1.12
N2 3.44 -1.85 2.24
C12 4.55 -1.05 2.37
O4 5.51 -1.45 3.00
C13 4.55 0.25 1.65
C14 5.06 1.38 2.29
C15 5.12 2.59 1.63
C16 4.68 2.68 0.31
C17 4.20 1.56 -0.34
C18 4.13 0.34 0.32
H4 3.77 -0.53 -0.19
H5 3.88 1.62 -1.37
H6 4.73 3.63 -0.21
H7 5.50 3.46 2.13
H8 5.40 1.29 3.31
H9 3.58 -2.80 2.56
H10 2.17 0.51 2.39
H11 -0.11 0.95 1.52
H12 -2.38 -1.21 -1.99
H13 -0.99 1.19 -1.28
H14 -0.36 0.35 -2.71
H15 -2.57 0.49 -3.80
H16 -4.35 1.98 -2.72
H17 -3.45 1.78 -1.19
H18 -6.16 0.70 -1.53
H19 -5.05 0.50 -0.14
H20 -6.09 -1.81 -1.86
H21 -5.04 -1.94 -0.44
H22 -6.71 -1.37 -0.26

=====

Below is a structure of composition C18H22N3O7P2PdS2, with properties calculated with wB97M-V/def2-TZVPD.

Summary:
E_tot: -81562.570 eV
Total charge: -1
LUMO level: 0.098 Ha
Orbital gap: 7.4 eV
E_HOMO: -4.754 eV
Energy relative to the best compared isomer or geometry (same formula, charge and spin): 0.0 kcal per mole

Geometry (Å):
Pd1 -0.12 -0.88 -0.99
C1 0.46 -0.04 3.18
C2 0.25 0.11 1.70
N1 0.14 -0.94 0.95
N2 0.22 -2.16 1.61
C3 0.18 -3.18 0.82
S1 0.13 -3.20 -0.89
S2 0.05 -4.75 1.68
C4 -1.79 -4.84 1.66
C5 -2.42 -3.66 2.33
C6 -2.85 -2.57 1.57
C7 -3.32 -1.42 2.19
C8 -3.39 -1.36 3.58
C9 -2.99 -2.45 4.34
C10 -2.50 -3.59 3.72
C11 0.15 1.49 1.17
C12 0.70 2.54 1.91
C13 0.57 3.86 1.50
C14 -0.16 4.15 0.36
C15 -0.71 3.14 -0.40
C16 -0.52 1.78 -0.06
O1 -1.01 0.87 -0.84
H1 0.02 -0.97 3.53
H2 0.03 0.81 3.71
H3 1.53 -0.09 3.39
H4 -2.01 -5.77 2.19
H5 -2.12 -4.94 0.63
H6 -2.76 -2.60 0.49
H7 -3.60 -0.57 1.59
H8 -3.75 -0.46 4.06
H9 -3.04 -2.41 5.42
H10 -2.16 -4.43 4.31
H11 1.26 2.33 2.81
H12 1.03 4.65 2.08
H13 -0.30 5.18 0.05
H14 -1.27 3.34 -1.31
N3 1.49 2.72 -2.71
C17 1.84 1.39 -3.34
C18 2.63 1.65 -4.61
P1 0.15 0.69 -3.80
O2 0.41 0.09 -5.29
O3 -0.68 1.92 -3.88
O4 -0.21 -0.55 -3.02
P2 2.82 0.52 -2.00
O5 4.34 0.87 -2.54
O6 2.53 1.37 -0.80
O7 2.64 -0.94 -2.04
H15 0.49 2.90 -2.93
H16 2.08 3.47 -3.07
H17 1.68 2.58 -1.68
H18 2.02 2.16 -5.36
H19 2.96 0.71 -5.04
H20 3.52 2.24 -4.39
H21 0.45 -0.87 -5.19
H22 4.90 0.11 -2.33

=====

Below is the molecule C18H22N4O2S, with properties calculated with wB97M-V/def2-TZVPD.

Summary:
E_tot: -39914.763 eV
LUMO level: 0.000 Ha
Orbital gap: 8.4 eV
E_HOMO: -8.412 eV
Energy relative to the best compared isomer or geometry (same formula, charge and spin): 31.0 kcal per mole

Geometry (Å):
C1 -3.03 -1.89 -1.54
H1 -2.12 -1.31 -1.71
H2 -3.85 -1.20 -1.37
H3 -3.24 -2.45 -2.45
C2 -2.85 -2.83 -0.35
C3 -4.12 -3.65 -0.14
H4 -4.35 -4.22 -1.04
H5 -4.96 -3.01 0.08
H6 -3.99 -4.35 0.68
H7 -2.01 -3.50 -0.56
C4 -2.52 -2.04 0.92
C5 -1.19 -1.36 0.80
N1 -0.16 -2.19 0.72
C6 1.04 -1.68 0.56
C7 1.32 -0.30 0.46
C8 0.24 0.58 0.56
C9 -1.03 0.04 0.74
C10 -2.22 0.96 0.83
O1 -1.91 2.33 0.91
C11 -0.85 2.77 0.06
C12 -0.74 4.27 0.30
H8 -0.64 4.47 1.37
H9 0.12 4.68 -0.22
H10 -1.64 4.77 -0.05
C13 -1.15 2.49 -1.42
H11 -2.15 2.86 -1.67
H12 -1.10 1.43 -1.64
H13 -0.43 3.01 -2.04
C14 0.44 2.06 0.49
H14 1.26 2.29 -0.20
H15 0.73 2.42 1.48
H16 -2.79 0.75 1.74
H17 -2.88 0.78 -0.03
C15 2.72 -0.06 0.27
C16 3.44 -1.25 0.24
C17 4.86 -1.25 0.07
O2 5.63 -2.19 0.03
N2 5.37 0.06 -0.05
C18 4.59 1.16 -0.02
N3 3.31 1.15 0.14
H18 5.09 2.11 -0.13
N4 6.74 0.18 -0.28
H19 7.21 0.61 0.51
H20 7.08 -0.78 -0.39
S1 2.47 -2.67 0.43
H21 -3.31 -1.33 1.14
H22 -2.45 -2.75 1.75

=====

Below is the molecule C18H22N4OS, with properties calculated with wB97M-V/def2-TZVPD.

Summary:
E_tot: -37866.103 eV
LUMO level: -0.004 Ha
Orbital gap: 8.4 eV
E_HOMO: -8.546 eV
Energy relative to the best compared isomer or geometry (same formula, charge and spin): 24.9 kcal per mole

Geometry (Å):
C1 0.24 1.51 4.79
C2 0.40 0.25 5.63
C3 0.57 -1.03 4.80
H1 0.25 -1.89 5.38
H2 -0.07 -0.96 3.92
C4 2.03 -1.30 4.39
N1 2.62 -0.26 3.57
C5 2.36 -0.02 2.27
N2 1.63 -0.93 1.58
N3 1.23 -0.62 0.28
C6 0.00 -1.05 -0.11
O1 -0.67 -1.76 0.62
C7 -0.44 -0.56 -1.44
C8 -1.74 -0.15 -1.56
C9 -2.21 0.38 -2.79
N4 -1.42 0.50 -3.83
C10 -0.15 0.07 -3.76
C11 0.65 0.18 -4.92
C12 1.94 -0.27 -4.92
C13 2.48 -0.87 -3.77
C14 1.74 -0.98 -2.63
C15 0.41 -0.50 -2.58
H3 2.16 -1.47 -1.76
H4 3.49 -1.24 -3.79
H5 2.55 -0.18 -5.81
H6 0.20 0.62 -5.79
C16 -3.60 0.83 -2.92
C17 -4.29 0.67 -4.25
C18 -3.90 2.03 -3.79
H7 -3.05 2.49 -4.26
H8 -4.66 2.71 -3.45
H9 -3.71 0.22 -5.04
H10 -5.34 0.40 -4.24
H11 -4.20 0.70 -2.02
H12 -2.41 -0.22 -0.71
H13 1.72 0.19 -0.09
H14 0.95 -1.54 2.03
S1 3.03 1.29 1.50
H15 3.18 0.44 4.03
H16 2.64 -1.39 5.28
H17 2.08 -2.25 3.84
H18 1.24 0.36 6.31
H19 -0.50 0.13 6.25
H20 0.07 2.37 5.44
H21 1.12 1.71 4.19
H22 -0.62 1.41 4.12

=====

Below is the molecule C18H22N4OS2, with properties calculated with wB97M-V/def2-TZVPD.

Summary:
E_tot: -48702.484 eV
LUMO level: 0.017 Ha
Orbital gap: 8.6 eV
E_HOMO: -8.170 eV
Energy relative to the best compared isomer or geometry (same formula, charge and spin): 0.0 kcal per mole

Geometry (Å):
C1 2.09 -0.96 5.61
H1 2.41 -1.22 6.61
H2 1.69 0.05 5.64
H3 1.29 -1.64 5.33
C2 3.27 -1.05 4.64
C3 4.32 -0.01 5.04
H4 5.19 -0.08 4.39
H5 3.93 1.00 4.98
H6 4.65 -0.18 6.06
C4 3.92 -2.44 4.79
H7 4.69 -2.58 4.04
H8 4.38 -2.52 5.77
H9 3.18 -3.23 4.70
C5 2.84 -0.82 3.17
C6 2.00 0.45 2.97
H10 2.44 1.29 3.52
C7 1.92 0.82 1.49
C8 1.51 -0.38 0.71
C9 1.58 -1.64 1.21
S1 1.01 -2.79 0.03
C10 0.73 -1.42 -1.06
N1 1.03 -0.28 -0.57
N2 0.23 -1.69 -2.30
C11 -0.09 -0.86 -3.36
O1 -0.45 -1.36 -4.40
C12 0.02 0.62 -3.12
C13 -1.27 1.13 -2.56
C14 -1.97 0.69 -1.47
N3 -3.08 1.49 -1.40
C15 -4.20 1.65 -0.63
C16 -4.97 2.66 -1.07
S2 -4.33 3.44 -2.49
C17 -2.98 2.36 -2.45
N4 -1.91 2.18 -3.17
H11 -5.90 3.00 -0.66
H12 -4.38 1.02 0.22
H13 -1.78 -0.09 -0.77
H14 0.18 1.12 -4.08
H15 0.84 0.83 -2.43
H16 0.10 -2.68 -2.51
C18 2.07 -2.00 2.57
H17 2.72 -2.88 2.49
H18 1.23 -2.27 3.20
H19 1.20 1.63 1.32
H20 2.89 1.17 1.13
H21 1.00 0.28 3.35
H22 3.76 -0.70 2.59

=====

Below is the molecule C18H22N6O2, with properties calculated with wB97M-V/def2-TZVPD.

Summary:
E_tot: -32059.118 eV
LUMO level: 0.015 Ha
Orbital gap: 7.8 eV
E_HOMO: -7.442 eV
Energy relative to the best compared isomer or geometry (same formula, charge and spin): 27.7 kcal per mole

Geometry (Å):
O1 0.33 0.97 -0.49
O2 -2.62 0.16 2.72
N1 -5.77 0.21 -0.66
N2 3.21 -1.68 1.92
C1 0.88 0.02 0.01
C2 -1.85 0.29 1.80
C3 -4.90 0.05 0.32
C4 -3.54 0.42 -0.09
C5 4.13 -0.07 -1.21
C6 -3.69 0.95 -1.33
C7 3.17 -0.71 -0.47
C8 4.06 -2.00 2.93
C9 3.73 -1.11 0.82
C10 5.39 -1.71 2.94
C11 5.93 -1.07 1.83
C12 5.08 -0.79 0.75
N3 -2.25 0.39 0.47
N4 5.30 -0.22 -0.48
N5 -5.03 0.83 -1.64
N6 0.59 -0.24 1.35
C13 -5.36 -0.52 1.64
C14 4.01 0.66 -2.51
C15 -2.64 1.55 -2.25
C16 1.74 -0.93 -0.79
C17 -5.61 1.23 -2.95
C18 -0.35 0.50 2.18
H1 3.76 -2.56 3.79
H2 6.01 -2.05 3.77
H3 6.99 -0.79 1.78
H4 -1.50 0.62 -0.16
H5 6.20 0.15 -0.79
H6 1.11 -1.05 1.77
H7 -4.70 -1.36 1.95
H8 -5.31 0.25 2.40
H9 -6.34 -0.97 1.58
H10 2.96 0.64 -2.81
H11 4.23 1.72 -2.43
H12 4.59 0.20 -3.30
H13 -1.73 1.83 -1.72
H14 -3.10 2.41 -2.76
H15 -2.41 0.81 -3.00
H16 1.49 -1.94 -0.56
H17 1.48 -0.78 -1.86
H18 -4.93 1.00 -3.75
H19 -5.93 2.28 -2.94
H20 -6.53 0.63 -3.12
H21 -0.09 1.56 2.15
H22 -0.20 0.20 3.19

=====

Below is the ion C18H22NO2 with charge +1, with properties calculated with wB97M-V/def2-TZVPD.

Summary:
E_tot: -24599.647 eV
Total charge: +1
LUMO level: -0.107 Ha
Orbital gap: 7.7 eV
E_HOMO: -10.636 eV
Energy relative to the best compared isomer or geometry (same formula, charge and spin): 25.5 kcal per mole

Geometry (Å):
C1 0.92 -5.97 -2.31
O1 0.14 -5.06 -3.16
C2 -0.09 -3.80 -2.70
C3 -0.75 -2.91 -3.58
C4 -0.92 -1.59 -3.24
C5 -0.31 -1.02 -2.10
C6 -0.31 0.51 -1.77
C7 -0.68 0.75 -0.31
C8 -0.83 2.00 0.18
C9 -0.81 2.32 1.57
C10 -1.26 3.57 2.04
C11 -1.12 3.91 3.37
C12 -0.52 3.02 4.29
O2 -0.34 3.51 5.55
C13 0.37 2.68 6.47
C14 -0.08 1.76 3.83
C15 -0.24 1.41 2.49
C16 0.20 -1.93 -1.16
C17 0.36 -3.29 -1.45
H1 1.05 -6.87 -2.93
H2 1.91 -5.54 -2.04
H3 0.35 -6.23 -1.38
H4 -1.10 -3.30 -4.53
H5 -1.41 -0.92 -3.95
H6 -1.12 0.91 -2.33
H7 -0.97 -0.14 0.29
H8 -1.00 2.80 -0.53
H9 -1.71 4.25 1.32
H10 -1.50 4.86 3.72
H11 0.44 3.26 7.39
H12 -0.16 1.73 6.69
H13 1.40 2.44 6.13
H14 0.38 1.07 4.53
H15 0.11 0.41 2.17
H16 0.61 -1.57 -0.22
H17 0.85 -3.95 -0.75
C18 1.06 0.87 -3.68
N1 0.95 1.01 -2.18
H18 1.84 1.48 -4.13
H19 1.25 -0.19 -3.89
H20 0.07 1.18 -4.00
H21 1.73 0.55 -1.64
H22 1.23 2.03 -2.04

=====

Below is a cluster of 2 separate species, C18H22NO3 in total, with properties calculated with wB97M-V/def2-TZVPD.

Summary:
E_tot: -26647.703 eV
Total charge: +1
LUMO level: -0.189 Ha
Orbital gap: 6.2 eV
E_HOMO: -11.329 eV
Energy relative to the best compared isomer or geometry (same formula, charge and spin): 36.6 kcal per mole

Geometry (Å):
C1 5.79 3.06 -0.88
O1 5.42 1.67 -0.75
C2 4.13 1.29 -0.91
C3 3.85 -0.08 -0.66
C4 2.56 -0.52 -0.63
C5 1.46 0.36 -0.89
C6 0.14 -0.15 -0.75
C7 -1.07 0.60 -0.66
C8 -2.32 -0.05 -0.88
C9 -3.49 0.68 -0.86
C10 -3.46 2.08 -0.65
O2 -4.67 2.68 -0.77
C11 -5.66 1.62 -1.08
C12 -4.92 0.29 -1.10
C13 -2.25 2.74 -0.36
C14 -1.10 1.99 -0.32
C15 1.78 1.69 -1.31
C16 3.08 2.16 -1.30
H1 6.86 3.05 -0.71
H2 5.56 3.43 -1.89
H3 5.28 3.68 -0.13
H4 4.70 -0.72 -0.45
H5 2.36 -1.56 -0.39
H6 0.03 -1.24 -0.74
H7 -2.38 -1.12 -1.08
H8 -6.43 1.66 -0.31
H9 -6.10 1.86 -2.06
H10 -5.04 -0.23 -2.05
H11 -5.30 -0.37 -0.31
H12 -2.26 3.81 -0.17
H13 -0.16 2.47 -0.02
H14 0.99 2.35 -1.66
H15 3.29 3.20 -1.58
O3 -1.05 -5.07 2.83
C17 0.20 -4.51 3.19
C18 0.51 -3.53 2.08
N1 -0.66 -2.71 1.85
H16 -1.18 -5.90 3.33
H17 0.10 -3.94 4.13
H18 0.99 -5.27 3.24
H19 1.41 -2.93 2.33
H20 0.70 -4.08 1.15
H21 -1.25 -2.68 2.68
H22 -0.44 -1.78 1.51